No. 1
Below is a structure of composition C32H44F5N6PPdS, with properties calculated with ωB97M-V/def2-TZVPD.

Output
multiplicity = 1
total charge = -2
energy above the lowest of the compared OMol25 structures with the same formula, charge and spin = 2.273 eV

The geometry in XYZ format:
```
90
Properties=species:S:1:pos:R:3:lowdin_charge:R:1
Pd 0.059 -1.067 -0.869 0.66
N 0.637 -0.271 1.063 -0.30
P -0.254 0.637 1.896 0.58
N -1.933 0.337 2.197 -0.22
C -3.040 1.169 1.811 -0.23
C -3.587 0.804 0.432 -0.21
C -4.047 -0.647 0.436 -0.22
C -2.856 -1.512 0.824 -0.21
C -2.267 -1.069 2.162 -0.26
N 0.213 0.805 3.590 -0.23
C -0.336 -0.006 4.640 -0.25
C 0.396 -1.340 4.816 -0.20
C 1.878 -1.076 5.048 -0.23
C 2.413 -0.275 3.867 -0.21
C 1.627 1.030 3.739 -0.26
N -0.246 2.312 1.549 -0.21
C 0.658 2.707 0.488 -0.26
C 0.327 4.121 0.032 -0.20
C 0.596 5.118 1.169 -0.21
C 0.414 4.449 2.538 -0.19
C -0.654 3.361 2.450 -0.25
H -2.728 2.209 1.809 0.07
H -3.838 1.048 2.568 0.11
H -2.763 0.894 -0.288 0.06
H -4.407 1.477 0.159 0.10
H -4.405 -0.934 -0.556 0.10
H -4.869 -0.784 1.152 0.09
H -2.071 -1.368 0.058 0.05
H -3.135 -2.567 0.878 0.10
H -1.338 -1.623 2.336 0.08
H -2.982 -1.292 2.981 0.11
H -1.388 -0.181 4.415 0.09
H -0.280 0.563 5.588 0.11
H 0.282 -1.918 3.898 0.10
H -0.039 -1.907 5.645 0.10
H 2.424 -2.019 5.152 0.10
H 2.006 -0.498 5.974 0.10
H 2.255 -0.830 2.940 0.09
H 3.480 -0.067 3.984 0.10
H 1.968 1.566 2.852 0.09
H 1.803 1.665 4.628 0.11
H 0.541 1.967 -0.314 0.07
H 1.713 2.689 0.816 0.10
H -0.725 4.150 -0.255 0.10
H 0.925 4.387 -0.843 0.10
H -0.089 5.967 1.077 0.09
H 1.615 5.507 1.092 0.09
H 0.134 5.196 3.288 0.10
H 1.351 3.990 2.858 0.10
H -1.592 3.843 2.118 0.10
H -0.830 2.911 3.432 0.11
F -0.142 -3.380 0.264 -0.01
C -0.696 -3.703 -0.954 -0.27
C -0.561 -2.762 -1.986 -0.07
C -1.093 -3.228 -3.199 -0.25
F -0.954 -2.487 -4.336 0.02
C -1.748 -4.441 -3.357 -0.16
F -2.252 -4.812 -4.571 0.05
C -1.883 -5.306 -2.277 -0.15
F -2.528 -6.502 -2.412 0.05
C -1.320 -4.934 -1.053 -0.16
F -1.394 -5.798 0.002 0.05
C -1.083 2.428 -2.742 -0.08
C -1.024 0.878 -2.755 -0.78
C -2.286 0.393 -3.518 -0.09
C 0.251 0.467 -3.519 -0.09
N -1.096 0.381 -1.433 -0.14
H -1.210 2.805 -3.756 0.06
H -0.164 2.828 -2.331 0.04
H -1.915 2.763 -2.127 0.06
H -2.315 0.794 -4.532 0.05
H -3.173 0.720 -2.977 0.06
H -2.292 -0.690 -3.563 0.04
H 0.273 0.920 -4.513 0.06
H 0.292 -0.619 -3.613 0.03
H 1.127 0.799 -2.956 0.05
S 4.839 0.389 -1.663 0.98
C 3.207 0.030 -1.054 -0.40
N 2.577 -0.921 -1.694 0.02
C 3.300 -1.426 -2.707 -0.32
C 2.918 -2.461 -3.589 0.01
C 3.794 -2.877 -4.564 -0.11
C 5.052 -2.294 -4.718 -0.11
C 5.456 -1.257 -3.867 -0.13
C 4.593 -0.848 -2.881 -0.49
H 2.839 0.537 -0.186 0.04
H 1.939 -2.902 -3.471 0.10
H 3.504 -3.681 -5.233 0.10
H 5.724 -2.639 -5.495 0.09
H 6.428 -0.793 -3.984 0.09
```

No. 2
Below is a cluster of 4 separate species, C32H44IN4O12S3 in total, with properties calculated with ωB97M-V/def2-TZVPD.

Output
multiplicity = 1
total charge = +1
total energy = -3859.65853 hartree

The geometry in XYZ format:
```
96
Properties=species:S:1:pos:R:3:lowdin_charge:R:1
C -3.690 -0.850 3.344 -0.16
C -2.680 -1.536 4.300 -0.51
S -1.511 -0.338 5.045 0.90
C -0.185 -0.132 3.812 -0.43
O 0.375 -1.440 3.520 -0.07
C 0.628 -1.593 2.168 -0.41
O 1.663 -1.233 1.687 0.17
C -0.524 -2.214 1.375 -0.03
C -1.486 -1.355 0.852 0.05
C -2.564 -1.858 0.143 -0.14
C -3.546 -0.815 -0.405 0.02
C -2.811 0.390 -1.088 -0.43
O -3.432 1.429 -1.105 0.12
N -1.524 0.260 -1.680 -0.14
C -1.037 1.649 -1.955 -0.06
C -1.591 -0.407 -3.003 -0.05
N -2.717 -3.183 -0.044 -0.01
C -3.905 -3.690 -0.771 -0.67
I -4.611 -5.599 -0.041 0.97
C -3.608 -3.726 -2.312 -0.25
C -4.964 -3.523 -3.036 -0.09
C -1.778 -4.025 0.433 -0.02
C -0.685 -3.602 1.137 -0.13
C 0.321 -4.619 1.677 -0.10
C 1.767 -4.385 1.179 -0.22
C 1.891 -4.387 -0.367 -0.42
S 1.592 -2.752 -1.118 0.91
C 3.215 -2.013 -1.233 -1.02
S 4.574 -2.824 -1.603 0.75
N 3.244 -0.636 -1.000 -0.15
C 2.279 0.275 -1.364 -0.11
C 2.658 1.528 -0.997 -0.08
N 3.885 1.361 -0.349 0.08
C 4.206 0.124 -0.353 -0.18
H -4.457 -0.335 3.935 0.08
H -4.199 -1.649 2.775 0.07
H -3.168 -0.152 2.677 0.05
H -3.234 -1.993 5.132 0.08
H -2.109 -2.341 3.815 0.06
H -0.644 0.328 2.922 0.08
H 0.591 0.557 4.168 0.10
H -1.367 -0.283 1.000 0.14
H -4.217 -1.218 -1.170 0.11
H -4.069 -0.368 0.451 0.13
H -1.039 2.285 -1.067 0.09
H -0.014 1.540 -2.345 0.07
H -1.642 2.053 -2.783 0.11
H -1.539 -1.499 -2.879 0.07
H -2.484 -0.090 -3.572 0.11
H -0.723 -0.111 -3.606 0.10
H -4.769 -3.033 -0.660 0.07
H -3.108 -4.662 -2.585 0.11
H -2.986 -2.837 -2.495 0.08
H -5.482 -2.633 -2.638 0.08
H -5.628 -4.380 -2.846 0.07
H -4.811 -3.351 -4.108 0.09
H -1.839 -5.101 0.274 0.10
H 0.263 -4.635 2.777 0.14
H 0.023 -5.616 1.308 0.13
H 2.356 -5.237 1.539 0.10
H 2.245 -3.492 1.592 0.10
H 2.927 -4.666 -0.616 0.04
H 1.218 -5.126 -0.826 0.09
H 1.387 -0.088 -1.873 0.08
H 2.106 2.444 -1.160 0.08
H 5.126 -0.241 0.095 0.13
C 0.860 4.772 -1.579 -0.14
C 0.235 6.008 -2.169 -0.11
O 0.998 6.195 -3.367 0.07
C 1.520 4.996 -3.719 -0.56
O 2.063 4.772 -4.749 0.17
O 1.339 4.071 -2.730 0.02
H 0.143 4.166 -1.028 0.11
H 1.707 5.002 -0.928 0.14
H -0.815 5.860 -2.437 0.14
H 0.313 6.875 -1.509 0.09
C -0.915 11.388 -0.180 -0.11
C 0.177 11.274 -1.214 -0.11
O 0.712 9.973 -0.954 0.07
C -0.251 9.250 -0.341 -0.55
O -0.183 8.075 -0.141 0.13
O -1.300 10.024 0.015 0.07
H -1.758 11.984 -0.522 0.14
H -0.556 11.793 0.768 0.14
H -0.207 11.300 -2.236 0.14
H 0.942 12.038 -1.105 0.14
C 5.381 -3.909 2.370 -0.12
C 6.654 -4.705 2.520 -0.11
O 6.214 -5.869 3.224 0.08
C 4.891 -6.021 2.984 -0.56
O 4.254 -6.977 3.281 0.17
O 4.378 -4.930 2.350 0.01
H 5.356 -3.322 1.453 0.11
H 5.195 -3.249 3.220 0.14
H 7.073 -5.011 1.560 0.14
H 7.417 -4.175 3.086 0.14
```

No. 3
Below is a structure of composition C32H45Br2N4O5SiTc, with properties calculated with ωB97M-V/def2-TZVPD.

Output
multiplicity = 4
total charge = +3
total energy = -7359.03210 hartree

The geometry in XYZ format:
```
90
Properties=species:S:1:pos:R:3:lowdin_spin:R:1
Tc 1.187 -0.805 1.826 2.51
O 5.134 0.292 0.762 0.00
C 4.041 -0.129 1.295 0.00
O 2.915 0.040 0.812 0.01
C 4.224 -0.899 2.581 0.00
O 3.032 -0.833 3.357 0.02
C 2.945 0.319 4.232 0.00
C 1.867 1.326 3.768 0.01
O 1.819 2.410 4.255 0.03
O 1.048 0.832 2.858 0.15
H 5.023 0.786 -0.070 0.00
H 4.403 -1.948 2.330 0.00
H 5.093 -0.531 3.126 0.00
H 2.677 -0.026 5.230 0.00
H 3.894 0.848 4.296 0.00
C -0.804 -1.586 6.763 0.00
C -1.046 -1.918 5.322 0.00
C -2.166 -2.636 4.901 0.01
C -2.339 -2.913 3.557 0.00
C -1.401 -2.473 2.643 0.01
Br -1.640 -3.014 0.860 0.01
N -0.326 -1.743 3.012 -0.01
C -0.175 -1.499 4.337 0.01
H -1.610 -1.964 7.386 0.00
H -0.744 -0.506 6.906 0.00
H 0.133 -2.015 7.121 0.00
H -2.891 -2.992 5.622 0.00
H -3.193 -3.473 3.204 0.00
H 0.694 -0.922 4.621 0.00
C -2.442 4.530 0.701 0.00
C -3.142 3.603 -0.299 0.00
C -4.276 4.356 -1.010 0.00
C -3.674 2.381 0.458 0.00
Si -1.912 3.081 -1.696 0.00
Br -0.234 0.174 0.133 0.14
C -0.280 4.059 -1.924 0.00
C 0.600 3.417 -3.009 0.00
C -0.650 5.487 -2.370 0.00
C 0.529 4.113 -0.613 0.00
C -2.540 1.865 -3.058 0.00
C -3.725 1.023 -2.576 0.00
C -1.425 0.910 -3.519 0.00
C -2.974 2.772 -4.222 0.00
H -3.174 4.834 1.454 0.00
H -2.067 5.443 0.240 0.00
H -1.628 4.026 1.223 0.00
H -4.975 4.723 -0.255 0.00
H -4.841 3.719 -1.693 0.00
H -3.914 5.223 -1.569 0.00
H -4.331 2.735 1.257 0.00
H -2.863 1.810 0.919 0.00
H -4.262 1.715 -0.168 0.00
H 0.107 3.392 -3.981 0.00
H 0.912 2.409 -2.730 0.00
H 1.497 4.030 -3.127 0.00
H -1.150 5.497 -3.341 0.00
H 0.272 6.065 -2.466 0.00
H -1.285 6.004 -1.650 0.00
H 0.657 3.124 -0.167 0.00
H 0.081 4.779 0.120 0.00
H 1.520 4.510 -0.845 0.00
H -3.440 0.367 -1.752 0.00
H -4.051 0.390 -3.406 0.00
H -4.583 1.630 -2.291 0.00
H -1.017 0.337 -2.684 0.00
H -0.619 1.424 -4.034 0.00
H -1.862 0.200 -4.226 0.00
H -3.795 3.438 -3.947 0.00
H -3.329 2.137 -5.038 0.00
H -2.153 3.376 -4.614 0.00
N 3.607 -7.504 -6.230 0.00
C 3.280 -6.987 -5.259 0.00
C 2.902 -6.329 -4.046 0.00
C 2.265 -5.090 -4.089 0.00
C 1.972 -4.422 -2.917 0.00
C 2.313 -4.982 -1.691 0.00
C 2.904 -6.239 -1.643 0.00
C 3.195 -6.912 -2.815 0.00
N 2.082 -4.251 -0.477 0.02
C 2.322 -4.709 0.805 0.00
C 2.047 -3.687 1.648 0.01
N 1.637 -2.598 0.897 0.02
C 1.678 -2.981 -0.379 0.02
H 2.005 -4.653 -5.043 0.00
H 1.459 -3.471 -2.975 0.00
H 3.148 -6.720 -0.707 0.00
H 3.657 -7.889 -2.777 0.00
H 2.649 -5.705 1.037 0.00
H 2.115 -3.661 2.724 0.00
H 1.410 -2.345 -1.204 0.00
```

No. 4
Below is a cluster of 4 separate species, C32H45BrF8NO12PS2 in total, with properties calculated with ωB97M-V/def2-TZVPD.

Output
SMILES string = CCNc1c(CCOC=O)c(CC(=O)Br)c2c(c1P(O)(O)=S)C(=O)C(C(F)(F)C(F)(F)C(F)(F)F)=C(S(=O)(=O)F)C2=O.CCOCC.CCOCC.CCOCC
multiplicity = 1
energy above the lowest of the compared OMol25 structures with the same formula, charge and spin = 0.000 eV

The geometry in XYZ format:
```
102
Properties=species:S:1:pos:R:3:lowdin_charge:R:1
C -1.957 -3.643 -2.145 -0.07
C -2.417 -2.325 -2.750 -0.25
N -2.064 -1.114 -1.983 -0.02
C -1.597 -1.239 -0.676 -0.20
C -0.200 -1.107 -0.437 -0.08
C 0.738 -0.857 -1.587 -0.09
C 1.105 0.617 -1.713 -0.15
O 0.256 1.187 -2.726 -0.02
C 0.402 2.507 -2.924 -0.36
O -0.380 3.154 -3.537 0.11
C 0.325 -1.199 0.849 -0.07
C 1.811 -1.057 1.099 -0.13
C 2.489 -2.410 1.171 -0.80
O 2.197 -3.366 0.550 0.08
Br 3.994 -2.419 2.393 0.77
C -0.565 -1.476 1.905 -0.03
C -1.930 -1.652 1.681 -0.04
C -2.491 -1.500 0.394 -0.11
P -4.310 -1.575 0.148 0.20
O -4.899 -0.908 1.487 -0.21
O -4.632 -3.116 0.320 -0.17
S -5.062 -0.719 -1.391 0.38
C -2.727 -2.030 2.896 -0.28
O -3.593 -2.854 2.884 0.16
C -2.318 -1.364 4.193 0.02
C -3.446 -1.008 5.153 -0.36
F -4.566 -0.891 4.405 0.14
F -3.232 0.202 5.701 0.14
C -3.793 -2.041 6.318 -0.33
F -5.085 -2.390 6.191 0.16
F -3.647 -1.435 7.505 0.16
C -3.012 -3.384 6.370 -0.56
F -1.696 -3.190 6.467 0.18
F -3.416 -4.048 7.450 0.19
F -3.266 -4.112 5.294 0.20
C -1.013 -1.133 4.355 -0.07
S -0.239 -0.253 5.704 0.67
O -0.443 1.123 5.415 -0.21
O 1.044 -0.779 5.970 -0.20
F -1.145 -0.634 6.897 -0.11
C -0.054 -1.600 3.285 -0.29
O 1.026 -2.040 3.563 0.12
H -2.491 -3.899 -1.232 0.06
H -2.173 -4.430 -2.866 0.08
H -0.883 -3.660 -1.958 0.08
H -3.499 -2.361 -2.866 0.05
H -1.993 -2.242 -3.750 0.12
H -1.477 -0.498 -2.521 0.10
H 1.635 -1.453 -1.436 0.12
H 0.303 -1.204 -2.519 0.12
H 0.944 1.128 -0.765 0.13
H 2.142 0.722 -2.007 0.12
H 1.325 2.934 -2.503 0.15
H 2.316 -0.512 0.303 0.12
H 2.026 -0.526 2.020 0.11
H -4.755 0.046 1.453 0.09
H -5.561 -3.261 0.547 0.10
C 7.659 -0.934 -1.191 -0.07
C 6.298 -1.367 -0.677 -0.28
O 5.214 -0.740 -1.353 -0.19
C 5.170 -0.994 -2.748 -0.28
C 5.019 -2.462 -3.108 -0.07
H 7.773 0.148 -1.098 0.08
H 8.443 -1.417 -0.609 0.08
H 7.810 -1.200 -2.238 0.07
H 6.204 -1.091 0.372 0.10
H 6.186 -2.455 -0.727 0.11
H 6.047 -0.564 -3.244 0.11
H 4.308 -0.443 -3.118 0.11
H 5.871 -3.053 -2.774 0.07
H 4.940 -2.575 -4.190 0.08
H 4.123 -2.881 -2.647 0.08
C 6.424 3.626 -0.866 -0.07
C 5.677 2.557 -0.087 -0.28
O 6.340 2.124 1.087 -0.16
C 6.587 3.114 2.069 -0.28
C 5.334 3.782 2.608 -0.08
H 7.422 3.275 -1.134 0.08
H 5.883 3.868 -1.781 0.08
H 6.539 4.549 -0.296 0.07
H 5.574 1.659 -0.698 0.10
H 4.660 2.894 0.149 0.11
H 7.289 3.866 1.689 0.11
H 7.097 2.590 2.877 0.12
H 4.796 4.333 1.835 0.06
H 5.597 4.489 3.395 0.08
H 4.653 3.037 3.023 0.08
C -5.717 4.538 -3.478 -0.08
C -5.751 3.342 -4.414 -0.28
O -6.410 2.209 -3.882 -0.17
C -7.771 2.379 -3.536 -0.28
C -8.665 2.781 -4.697 -0.08
H -5.247 4.268 -2.532 0.08
H -5.147 5.349 -3.932 0.08
H -6.717 4.917 -3.259 0.06
H -4.733 3.008 -4.613 0.12
H -6.186 3.623 -5.381 0.11
H -7.872 3.093 -2.710 0.11
H -8.087 1.409 -3.151 0.12
H -8.393 3.755 -5.107 0.06
H -9.702 2.838 -4.366 0.08
H -8.595 2.049 -5.503 0.08
```

No. 5
Below is a structure of composition C32H45CoN2O5PSb2, with properties calculated with ωB97M-V/def2-TZVPD.

Output
multiplicity = 1
total charge = +1
energy above the lowest of the compared OMol25 structures with the same formula, charge and spin = 1.777 eV

The geometry in XYZ format:
```
88
Properties=species:S:1:pos:R:3:lowdin_charge:R:1
Co -0.354 -0.529 1.388 0.32
O -0.173 -2.360 1.621 -0.22
C 0.564 -2.983 2.499 -0.33
C 0.718 -4.385 2.377 -0.01
C 1.488 -5.084 3.263 -0.05
C 2.148 -4.434 4.329 -0.07
C 2.000 -3.088 4.481 -0.03
C 1.213 -2.328 3.578 -0.14
C 1.079 -0.942 3.805 -0.01
N 0.435 -0.121 3.020 -0.08
N 0.437 1.194 3.371 0.11
C -0.259 1.873 2.490 -0.41
O -0.838 1.289 1.486 -0.15
C -0.336 3.339 2.642 -0.14
C 0.277 3.969 3.726 -0.02
C 0.215 5.346 3.848 -0.07
C -0.453 6.105 2.895 -0.07
C -1.062 5.483 1.815 -0.06
C -1.003 4.104 1.692 -0.03
H 0.205 -4.881 1.563 0.11
H 1.594 -6.156 3.151 0.11
H 2.751 -5.006 5.020 0.11
H 2.483 -2.570 5.301 0.12
H 1.519 -0.496 4.692 0.15
H 0.794 3.372 4.464 0.11
H 0.689 5.832 4.691 0.11
H -0.498 7.181 2.996 0.11
H -1.584 6.069 1.070 0.11
H -1.471 3.610 0.855 0.03
C -0.922 2.141 -1.439 -0.35
Sb -2.793 3.187 -1.600 1.34
C -3.845 2.195 0.004 -0.33
C -3.625 1.917 -3.178 -0.34
C -2.681 0.926 -3.783 -0.28
C -1.934 1.332 -4.894 -0.05
C -1.088 0.472 -5.568 -0.07
C -0.987 -0.850 -5.153 -0.10
C -1.705 -1.264 -4.046 -0.08
C -2.525 -0.392 -3.326 -0.27
C -3.253 -0.921 -2.125 -0.27
Sb -2.095 -1.464 -0.376 1.49
C -1.373 -3.339 -1.083 -0.26
C -3.754 -2.128 0.776 -0.27
H -0.375 2.274 -2.373 0.01
H -1.088 1.078 -1.273 -0.05
H -0.337 2.547 -0.615 -0.01
H -4.782 2.721 0.185 0.00
H -3.254 2.202 0.917 -0.01
H -4.074 1.163 -0.255 -0.03
H -3.969 2.598 -3.954 0.05
H -4.513 1.452 -2.750 0.05
H -2.051 2.349 -5.250 0.12
H -0.539 0.819 -6.434 0.11
H -0.374 -1.553 -5.702 0.11
H -1.653 -2.303 -3.740 0.10
H -3.735 -1.875 -2.352 0.08
H -4.028 -0.245 -1.776 0.03
H -2.214 -3.943 -1.422 0.03
H -0.861 -3.842 -0.268 -0.01
H -0.681 -3.196 -1.909 -0.01
H -4.244 -2.955 0.264 0.02
H -4.459 -1.307 0.898 0.01
H -3.416 -2.456 1.757 0.01
C 1.664 -1.795 -2.970 -0.05
C 1.056 -0.598 -2.282 -0.25
O 1.909 -0.203 -1.184 -0.21
P 1.600 -0.056 0.359 0.78
O 2.774 -0.893 1.035 -0.22
C 3.052 -2.257 0.622 -0.24
C 4.299 -2.293 -0.228 -0.05
O 1.942 1.414 0.758 -0.23
C 3.270 1.985 0.949 -0.21
C 3.986 2.193 -0.363 -0.06
H 1.054 -2.065 -3.832 0.06
H 1.717 -2.655 -2.300 0.07
H 2.669 -1.565 -3.323 0.09
H 0.059 -0.814 -1.905 0.03
H 0.978 0.258 -2.949 0.12
H 2.188 -2.664 0.089 0.11
H 3.174 -2.828 1.541 0.12
H 4.164 -1.713 -1.140 0.07
H 4.531 -3.323 -0.499 0.09
H 5.145 -1.886 0.325 0.09
H 3.825 1.331 1.620 0.12
H 3.073 2.926 1.456 0.13
H 4.217 1.244 -0.847 0.07
H 4.922 2.720 -0.176 0.09
H 3.381 2.795 -1.041 0.09
```

> Which value of multiplicity does entry 4 give?

1